1.
ORCA calculation (the ωB97M-V functional and the def2-TZVPD basis) on a structure of composition C30H39ClN4O5PRe at a distorted geometry.

Structure (XYZ):
```
81
Properties=species:S:1:pos:R:3:mulliken_charge:R:1
Re 0.4209 -0.8662 0.2167 0.24
C 1.1302 5.6884 -2.2056 -1.49
C -0.1259 4.9384 -1.7450 0.70
C -1.0603 5.6034 -0.9637 -0.78
C -2.2537 4.9545 -0.5716 0.13
Cl -3.3212 5.8205 0.5147 -0.21
C -2.5541 3.6787 -1.0339 -0.81
C -1.5486 2.9820 -1.7288 0.17
C -0.3857 3.5959 -2.0617 0.41
O 0.6251 2.8411 -2.7189 -0.67
C 1.6585 2.4691 -1.8677 -1.36
C 1.2759 1.2342 -1.0445 0.54
O 2.0043 0.8172 -0.0978 -0.68
O 0.1398 0.6687 -1.3204 0.41
H 1.9389 4.9815 -2.5133 0.31
H 1.5363 6.3500 -1.4581 0.41
H 0.9499 6.2856 -3.1166 0.36
H -0.8131 6.5926 -0.6158 0.50
H -3.4938 3.2141 -0.7593 0.45
H -1.7926 1.9879 -2.0579 0.29
H 1.8396 3.2005 -1.1271 0.68
H 2.5843 2.2897 -2.4148 0.45
C -1.8829 1.0702 3.4049 -1.46
C -0.6092 1.8664 3.2842 0.44
C -0.4278 2.3270 1.8473 -0.96
C 0.5819 0.9686 3.7751 0.63
C 1.1743 1.3426 5.0070 -1.10
C 2.1073 0.5179 5.6065 -1.27
C 2.4656 -0.6946 4.9470 -1.10
C 1.9188 -1.1114 3.7473 0.27
C 2.4621 -2.3861 3.1517 0.42
C 3.2473 -2.1889 1.8517 -1.28
C 1.4362 -3.5034 2.9681 -1.31
C 0.9350 -0.2583 3.1688 0.68
N 0.3124 -0.6701 1.9905 1.00
H -2.7412 1.5787 2.9395 0.38
H -2.1761 0.8168 4.4248 0.37
H -1.8420 0.1080 2.8509 0.16
H -0.5969 2.6904 3.9841 0.75
H -0.9489 1.5597 1.2080 -0.20
H 0.5943 2.5544 1.6161 0.38
H -0.9874 3.2599 1.6065 0.41
H 0.8382 2.2450 5.4445 0.51
H 2.4883 0.7372 6.6026 0.37
H 3.2044 -1.3368 5.4015 0.40
H 3.1521 -2.7461 3.8856 0.68
H 2.7746 -1.5057 1.1230 0.01
H 3.3726 -3.0905 1.2490 0.38
H 4.2603 -1.8216 2.0299 0.37
H 0.5646 -3.1595 2.4080 -0.13
H 1.1224 -3.7919 3.9516 0.45
H 1.8070 -4.3699 2.3809 0.41
N -0.0469 -4.1034 -2.3511 0.11
C 0.8106 -3.6632 -3.4657 -0.84
P 1.2602 -1.8996 -3.2503 0.78
O 2.5248 -1.4580 -3.9951 -0.81
O 1.0955 -1.7522 -1.7579 -0.70
C -0.0872 -0.9646 -4.1663 -0.91
N 0.3874 0.4234 -4.3625 -0.02
H 0.0703 -5.0561 -2.1870 0.42
H -1.0742 -3.8576 -2.4803 0.29
H 0.2855 -3.6025 -1.5218 -0.04
H 0.2584 -3.7723 -4.3711 0.50
H 1.7015 -4.2851 -3.4534 0.37
H -1.0616 -0.9573 -3.6912 0.34
H -0.1849 -1.4932 -5.1202 0.63
H 0.3139 0.8926 -3.4778 -0.40
H -0.1439 0.9366 -5.0760 0.43
H 1.4470 0.3710 -4.5703 0.48
N -5.5094 -4.8905 -1.7756 -0.47
C -4.6819 -4.2063 -1.3633 -0.24
C -3.5837 -3.4195 -0.8755 0.47
C -2.7977 -3.9016 0.1189 -1.01
C -1.7041 -3.1993 0.5609 -0.12
C -1.2840 -1.9847 -0.0762 0.46
C -2.1166 -1.5317 -1.1184 -0.09
C -3.2781 -2.1553 -1.4218 -0.95
H -3.0700 -4.8345 0.5538 0.56
H -1.1217 -3.5832 1.3703 0.44
H -1.8244 -0.6145 -1.6544 0.15
H -3.9467 -1.7736 -2.1864 0.49
```

As for the electronic energy: -2641.38004 a.u. The highest occupied orbital energy (spin up / spin down) is -8.896 / -10.001 eV. The expectation value of S² is 3.79. Its gap between HOMO and LUMO (spin up / spin down) is 5.7 / 6.7 eV. Its multiplicity is 4. The calculation puts the energy relative to the best compared isomer or geometry (same formula, charge and spin) at 27.9 kJ/mol. As for the total charge: +1.


2.
ORCA calculation (the ωB97M-V functional and the def2-TZVPD basis) on a structure of composition C30H39ClPSi2Y at a distorted geometry.

Structure (XYZ):
```
74
Properties=species:S:1:pos:R:3:mulliken_charge:R:1
C -0.7673 -2.5741 2.1889 -0.19
C -0.6451 -2.7499 0.7752 -0.61
C 0.7485 -2.7486 0.4487 -0.15
H -1.4556 -2.9135 0.0662 0.45
C 1.4849 -2.5514 1.6606 -0.93
C 0.5551 -2.4312 2.7363 -0.35
H 0.8166 -2.3630 3.7934 0.49
H -1.6949 -2.5978 2.7616 0.38
H 1.1786 -2.9429 -0.5308 0.53
H 2.5694 -2.5900 1.7436 0.40
Y 0.2278 -0.4366 1.2311 0.77
Cl 2.4655 0.2819 0.2825 -0.53
P 0.3423 -0.5251 -2.4511 1.04
C 1.4352 -1.6129 -3.4566 -0.24
C 1.0090 -2.3065 -4.6033 -0.15
H -0.0399 -2.2775 -4.9054 0.30
C 1.9319 -3.0255 -5.3720 -0.56
H 1.5918 -3.5381 -6.2727 0.40
C 3.2775 -3.0811 -4.9983 -0.54
H 3.9963 -3.6363 -5.6069 0.36
C 3.6960 -2.4210 -3.8358 -0.55
H 4.7441 -2.4576 -3.5372 0.42
C 2.7855 -1.7107 -3.0540 -0.16
H 3.1077 -1.2137 -2.1351 0.32
C -1.2838 -0.9564 -3.1833 -0.13
C -1.9089 -2.1211 -2.6902 -0.23
H -1.4149 -2.7127 -1.9160 0.43
C -3.1412 -2.5231 -3.2012 -0.72
H -3.6241 -3.4148 -2.7988 0.42
C -3.7555 -1.7908 -4.2272 -0.51
H -4.7172 -2.1156 -4.6323 0.37
C -3.1299 -0.6458 -4.7274 -0.65
H -3.5901 -0.0780 -5.5374 0.40
C -1.9081 -0.2122 -4.1977 -0.10
H -1.4382 0.6940 -4.5842 0.33
C 0.6589 1.1002 -3.2491 0.04
C 1.3996 1.2604 -4.4324 -0.05
H 1.8545 0.3945 -4.9171 0.28
C 1.5415 2.5309 -5.0028 -0.64
H 2.0849 2.6361 -5.9427 0.40
C 0.9964 3.6553 -4.3773 -0.52
H 1.1264 4.6475 -4.8161 0.37
C 0.2831 3.5006 -3.1812 -0.64
H -0.1370 4.3739 -2.6801 0.41
C 0.0981 2.2355 -2.6257 -0.26
H -0.4881 2.1147 -1.7105 0.25
C 1.9909 2.1404 3.4495 -0.89
Si 0.1585 2.3466 3.0208 0.38
C -0.4807 3.7579 4.1095 -1.22
C 0.1045 2.9174 1.2207 -1.17
C -0.7830 0.7581 3.1651 -0.18
Si -1.1779 0.2877 4.9258 -0.06
C -2.5322 1.4117 5.6341 -1.07
C -1.8492 -1.4493 5.2147 -1.16
C 0.3545 0.3922 6.0426 -1.06
H 2.4695 3.1294 3.3657 0.34
H 2.4999 1.4719 2.7397 0.31
H 2.1630 1.7611 4.4654 0.33
H 0.0860 4.6716 3.8673 0.33
H -1.5433 3.9695 3.9193 0.34
H -0.3737 3.5844 5.1911 0.31
H 0.7437 2.3291 0.5401 0.40
H -0.9235 2.9422 0.8318 0.32
H 0.5000 3.9448 1.2014 0.34
H -1.7807 0.8557 2.6625 0.32
H -3.4539 1.3252 5.0395 0.31
H -2.7819 1.0931 6.6578 0.30
H -2.2660 2.4758 5.6748 0.32
H -1.1438 -2.2404 4.9379 0.30
H -2.0723 -1.5786 6.2857 0.37
H -2.7841 -1.6278 4.6691 0.32
H 1.1737 -0.2228 5.6456 0.26
H 0.7386 1.4113 6.1883 0.35
H 0.0962 -0.0086 7.0358 0.40
```

As for the electronic energy: -2585.55871 a.u. The highest occupied orbital energy is -8.002 eV. Its gap between HOMO and LUMO is 7.7 eV. Its multiplicity is 1. As for the total charge: 0.


3.
ORCA calculation (the ωB97M-V functional and the def2-TZVPD basis) on a cluster of 4 separate species, C30H39F17N2O3 in total at a distorted geometry.

Structure (XYZ):
```
91
Properties=species:S:1:pos:R:3:mulliken_charge:R:1
F 4.1670 -4.4318 3.9519 -0.29
C 3.8852 -3.4839 2.9788 0.63
F 3.1992 -2.5004 3.6166 -0.16
F 3.1247 -4.1538 2.0574 -0.24
C 5.2790 -3.0374 2.3945 0.63
F 6.1311 -2.6361 3.4000 -0.26
F 5.8594 -4.2010 1.8924 -0.30
C 5.2358 -2.0289 1.1795 0.56
F 6.5732 -1.7737 0.8750 -0.31
F 4.7392 -2.6203 0.0356 -0.25
C 4.5910 -0.6062 1.4794 0.52
F 4.7417 -0.2534 2.7997 -0.25
F 5.3659 0.3064 0.7656 -0.31
C 3.1142 -0.4135 0.9264 0.65
F 2.3628 -1.5641 1.0630 -0.23
F 3.2722 -0.2607 -0.4515 -0.31
C 2.3733 0.8981 1.4212 0.41
F 1.7147 1.4159 0.3176 -0.26
F 3.2814 1.9015 1.7579 -0.31
C 1.4383 0.7375 2.6769 0.46
F 1.0824 2.0354 3.0532 -0.31
F 2.1010 0.2196 3.7735 -0.26
C 0.1121 -0.0983 2.4843 1.39
F 0.3518 -1.3525 3.0954 -0.35
F -0.2226 -0.3847 1.1730 -0.24
C -1.1611 0.4853 3.1898 -0.93
C -2.2055 -0.6083 3.6588 -1.27
C -2.6232 -1.6321 2.5635 0.85
C -2.4590 -3.0408 2.9015 -0.64
C -2.8297 -4.1252 1.9363 -0.76
C -3.3705 -3.7229 0.6647 -0.44
C -3.5320 -2.2870 0.2684 0.45
N -4.0570 -2.0452 -0.9924 -0.63
C -4.1315 -0.7181 -1.2433 -0.22
C -3.7479 0.3424 -0.2804 -0.31
N -3.2761 0.1283 0.9684 -0.32
C -3.1554 -1.2319 1.2145 0.53
H -0.9227 1.0913 4.1123 0.14
H -1.6482 1.2191 2.4866 0.34
H -3.0725 -0.0786 4.1439 0.43
H -1.7038 -1.1739 4.4983 0.37
H -2.0487 -3.3040 3.9036 0.30
H -2.6872 -5.1939 2.2045 0.37
H -3.6828 -4.5193 -0.0606 0.38
H -4.5331 -0.4110 -2.2431 0.36
H -3.8863 1.4075 -0.5994 0.39
C -2.0421 -3.0950 -6.9519 -1.05
C -2.6507 -1.8467 -6.3349 -0.30
O -2.9897 -1.9960 -4.9660 -0.39
C -1.9212 -2.3089 -4.0836 -0.29
C -0.8218 -1.2611 -4.0646 -0.80
H -2.7252 -3.9425 -6.8507 0.30
H -1.8362 -2.9335 -8.0122 0.38
H -1.1042 -3.3731 -6.4688 0.27
H -3.5795 -1.6118 -6.8588 0.34
H -1.9927 -0.9817 -6.4706 0.29
H -1.5173 -3.3004 -4.3163 0.29
H -2.3573 -2.3811 -3.0850 0.08
H -0.3421 -1.1485 -5.0385 0.18
H -0.0508 -1.5357 -3.3419 0.38
H -1.2297 -0.2860 -3.7875 0.29
C -3.2228 6.3760 4.4156 -1.04
C -3.7538 4.9754 4.1605 -0.42
O -2.7574 3.9675 4.2311 -0.27
C -2.0792 3.8388 5.4727 -0.12
C -3.0005 3.5122 6.6357 -1.14
H -2.4283 6.6182 3.7048 0.30
H -4.0237 7.1109 4.3122 0.39
H -2.8047 6.4777 5.4184 0.26
H -4.1638 4.9331 3.1497 0.32
H -4.5804 4.7397 4.8389 0.32
H -1.4908 4.7396 5.6770 0.30
H -1.3620 3.0236 5.3515 0.17
H -3.7366 4.2990 6.8081 0.29
H -2.4227 3.3872 7.5535 0.41
H -3.5497 2.5881 6.4394 0.26
C 3.0696 0.3222 -6.8871 -0.98
C 2.4594 1.5681 -6.2671 -0.35
O 2.1130 1.4121 -4.9007 -0.42
C 3.1740 1.0933 -4.0128 -0.01
C 4.2763 2.1380 -3.9808 -1.19
H 2.3849 -0.5252 -6.7937 0.22
H 3.2812 0.4886 -7.9454 0.39
H 4.0047 0.0403 -6.4006 0.26
H 1.5336 1.8066 -6.7946 0.36
H 3.1189 2.4330 -6.3948 0.32
H 3.5781 0.1024 -4.2472 0.28
H 2.7302 1.0172 -3.0173 0.10
H 4.7615 2.2512 -4.9520 0.32
H 5.0420 1.8587 -3.2545 0.37
H 3.8695 3.1131 -3.7029 0.34
```

As for the electronic energy: -3199.36326 a.u. The highest occupied orbital energy is -8.745 eV. Its gap between HOMO and LUMO is 8.3 eV. Its multiplicity is 1. As for the total charge: 0.


Q: Which of these has the highest electronic energy?
A: C30H39ClPSi2Y